This record from the Open Molecules 2025 dataset describes C2H8N2O as an isolated structure. The level of theory is ωB97M-V with the def2-TZVPD basis set.

Geometry as XYZ:
```
13
Properties=species:S:1:pos:R:3:forces:R:3
C -2.587 -0.699 0.550 -0.064 0.313 0.190
O -1.445 -0.616 1.383 0.833 0.153 -0.780
H -2.588 0.154 -0.108 -0.143 0.439 -0.567
H -2.633 -1.591 -0.083 0.187 -0.207 0.113
H -3.545 -0.639 1.099 0.613 -0.143 0.225
N 0.237 0.287 -0.383 4.491 -0.829 -0.441
C 1.516 0.699 -0.291 -0.731 -0.708 0.780
N 2.535 0.467 -1.226 -2.148 0.088 -0.017
H 1.010 -0.612 -0.221 -2.268 0.211 -0.538
H -0.673 -0.222 0.785 -2.042 -0.620 1.399
H 1.924 0.997 0.667 0.136 1.079 0.355
H 3.090 1.256 -1.438 1.186 0.963 0.461
H 1.999 0.312 -2.055 -0.051 -0.738 -1.180
```
Positions in Å, forces in eV/Å.

Properties
- Highest occupied orbital energy: -8.90 eV
- Energy relative to the best compared isomer or geometry (same formula, charge and spin): 4.796 eV
- M: 76.10 u
- 2S+1: 1

This record from the Open Molecules 2025 dataset describes one molecule with the formula C4H7Cl. The level of theory is ωB97M-V with the def2-TZVPD basis set.

Geometry as XYZ:
```
12
Properties=species:S:1:pos:R:3:forces:R:3
Cl 0.524 1.615 0.138 -0.262 0.649 1.255
C 0.211 -0.104 0.578 -1.718 1.419 -3.115
C 0.573 -0.809 -0.680 1.882 -3.419 -0.077
C -0.671 -1.736 -0.514 2.043 -1.170 0.519
C -1.262 -0.687 0.394 0.376 3.209 -1.237
H 0.778 -0.407 1.390 0.712 -0.267 1.850
H 1.579 -1.332 -0.669 -1.016 0.479 -0.037
H 0.587 -0.191 -1.540 -0.426 0.564 -0.751
H -1.100 -2.060 -1.452 -0.619 -0.124 0.163
H -0.328 -2.609 0.126 -0.641 0.672 -1.006
H -1.903 0.087 -0.203 1.020 -1.388 1.403
H -1.625 -0.932 1.344 -1.350 -0.623 1.034
```
Positions in Å, forces in eV/Å.

Properties
- Highest occupied orbital energy: -10.15 eV
- Energy relative to the best compared isomer or geometry (same formula, charge and spin): 0.813 eV
- M: 90.55 u
- SMILES: ClC1CCC1
- 2S+1: 1

This record from the Open Molecules 2025 dataset describes C27H15Cl2MnN3S3 as an isolated structure. The level of theory is ωB97M-V with the def2-TZVPD basis set.

Geometry as XYZ:
```
51
Properties=species:S:1:pos:R:3:forces:R:3
Mn 1.047 -0.023 -0.904 -0.552 0.194 -0.050
Cl 2.792 -1.267 1.046 -0.171 -0.205 0.075
C 1.845 -2.669 1.499 0.268 0.429 -0.198
C 2.188 -3.288 2.683 -0.163 -0.196 0.054
C 1.480 -4.409 3.090 0.107 0.072 0.065
C 0.447 -4.879 2.300 -0.049 0.031 -0.093
C 0.130 -4.228 1.119 -0.099 -0.092 0.002
Cl -1.191 -4.891 0.192 0.036 0.003 0.008
C 0.811 -3.091 0.652 -0.082 -0.051 0.094
S 0.334 -2.338 -0.847 0.317 0.062 -0.084
H 3.001 -2.890 3.273 0.010 0.009 0.004
H 1.732 -4.910 4.015 0.003 0.002 0.000
H -0.127 -5.748 2.586 0.005 -0.005 0.011
S 1.231 2.023 0.285 0.004 -0.212 -0.139
C 2.783 2.607 -0.270 0.036 -0.017 -0.012
C 3.273 3.781 0.300 0.094 0.050 -0.038
C 4.502 4.317 -0.063 -0.130 -0.131 -0.041
C 4.956 5.520 0.561 0.111 0.121 0.084
N 5.316 6.482 1.080 -0.026 0.007 -0.013
C 5.273 3.661 -1.033 -0.145 -0.197 -0.031
C 4.790 2.494 -1.610 -0.016 0.061 0.059
C 3.553 1.949 -1.257 -0.027 0.070 0.008
S 3.035 0.500 -2.082 0.004 -0.134 0.023
C 6.546 4.163 -1.446 0.152 0.143 -0.037
N 7.568 4.557 -1.798 0.000 -0.018 0.013
H 2.681 4.288 1.050 -0.013 -0.004 0.001
H 5.383 1.989 -2.359 0.014 0.008 -0.001
N -0.781 0.312 -1.549 0.301 0.019 0.127
C -1.913 0.117 -1.034 0.052 -0.062 0.087
C -2.075 -0.294 0.396 -0.027 0.080 0.081
C -2.615 -1.540 0.703 0.000 -0.007 0.020
C -2.662 -1.968 2.020 -0.007 -0.013 -0.035
C -2.196 -1.146 3.038 0.008 0.010 0.034
C -1.681 0.106 2.736 0.014 -0.006 -0.001
C -1.615 0.531 1.416 -0.004 -0.044 -0.046
C -3.145 0.252 -1.871 0.051 0.000 -0.059
C -4.384 0.484 -1.285 -0.040 -0.005 -0.017
C -5.516 0.630 -2.076 0.010 0.000 0.023
C -5.416 0.536 -3.455 -0.010 0.000 -0.028
C -4.180 0.297 -4.045 0.024 -0.004 -0.004
C -3.049 0.158 -3.259 -0.047 0.015 0.039
H -2.952 -2.191 -0.093 -0.005 0.012 -0.005
H -3.046 -2.955 2.249 0.001 -0.001 -0.004
H -2.227 -1.485 4.066 0.001 -0.005 0.000
H -1.313 0.750 3.525 -0.001 0.003 0.002
H -1.199 1.499 1.171 -0.008 0.005 0.011
H -4.462 0.554 -0.207 0.002 0.000 0.003
H -6.477 0.817 -1.613 0.002 0.000 0.006
H -6.299 0.644 -4.072 0.001 0.000 -0.001
H -4.098 0.218 -5.122 -0.012 0.002 -0.002
H -2.079 -0.025 -3.701 0.008 0.002 0.002
```
Positions in Å, forces in eV/Å.

Properties
- Net charge: -1
- Highest occupied orbital energy (spin up / spin down): -4.97 / -5.15 eV
- Energy relative to the best compared isomer or geometry (same formula, charge and spin): 0.000 eV
- M: 603.48 u
- 2S+1: 5
- ⟨S²⟩: 6.3858

This record from the Open Molecules 2025 dataset describes a 15-piece molecular cluster, C20H70N14O15 overall. The level of theory is ωB97M-V with the def2-TZVPD basis set.

Geometry as XYZ:
```
119
Properties=species:S:1:pos:R:3:forces:R:3
C 3.621 29.399 13.234 3.336 0.181 -1.891
C 3.345 28.554 11.995 -2.098 0.429 1.083
O 4.436 27.842 11.535 0.604 -0.528 -0.622
H 4.183 30.280 12.833 0.014 -0.464 1.006
H 4.214 28.794 13.941 0.131 0.417 -0.396
H 2.814 29.749 13.779 -2.095 0.582 0.604
H 2.804 29.147 11.213 0.619 -0.370 0.474
H 2.647 27.847 12.402 -1.042 -0.687 -0.342
H 4.044 27.017 11.173 0.803 0.698 0.191
C 5.539 31.748 9.856 1.602 -0.566 0.720
C 4.919 30.515 9.190 -0.401 0.586 1.025
O 5.825 29.432 9.057 0.263 1.895 0.453
H 6.573 31.919 9.443 -1.096 0.174 0.343
H 5.614 31.728 10.971 0.238 -0.702 -0.762
H 4.889 32.594 9.741 -0.217 0.635 -0.729
H 4.485 30.878 8.253 0.257 -0.489 -0.359
H 4.066 30.279 9.849 0.105 -0.513 -0.262
H 5.370 28.692 8.686 -0.531 -0.965 -0.491
C -1.069 21.385 10.509 -0.711 -0.894 -0.185
C -1.312 21.568 9.034 0.222 -2.383 -0.560
O -0.483 22.565 8.600 3.017 0.142 2.064
H -0.042 21.078 10.736 -0.077 0.557 -0.158
H -1.699 20.627 10.990 -0.127 0.207 -0.310
H -1.347 22.350 10.869 0.215 0.492 1.257
H -2.287 21.850 8.727 -1.533 0.071 0.427
H -1.109 20.649 8.461 0.080 -0.095 0.198
H -0.865 23.006 7.895 -1.479 1.528 -2.778
C 1.619 31.574 8.971 -1.614 1.868 -0.130
C 1.565 31.623 7.445 1.561 1.536 0.863
O 0.606 30.702 7.026 -0.856 -1.495 0.379
H 1.882 30.625 9.377 0.179 -0.679 0.198
H 0.593 31.902 9.343 1.084 -0.667 -0.360
H 2.273 32.341 9.377 0.391 -0.071 -0.145
H 2.545 31.380 6.961 -0.591 0.291 0.456
H 1.192 32.620 7.124 0.658 -0.343 0.236
H 0.185 31.085 6.286 -1.124 0.604 -1.152
C 2.188 27.982 8.721 0.334 -0.875 -0.991
C 1.810 27.033 7.575 -2.651 0.236 1.645
O 1.310 25.812 8.140 0.809 -0.203 -0.124
H 1.546 27.940 9.604 -0.196 0.220 -0.376
H 2.332 28.914 8.232 -0.259 1.344 0.024
H 3.203 27.769 9.013 0.460 -0.347 0.409
H 2.624 26.949 6.902 0.925 -0.759 -0.638
H 0.948 27.378 6.977 0.337 0.662 0.165
H 0.395 25.643 7.837 0.649 0.124 0.111
C 3.123 29.053 5.175 6.967 2.975 6.310
O 4.035 29.489 6.167 -5.125 -2.011 -4.831
N 3.519 28.369 4.174 3.476 -0.953 -3.363
N 1.838 29.213 5.217 -4.555 2.285 0.295
H 4.565 28.372 4.064 -1.651 -0.256 -0.054
H 2.893 27.821 3.527 1.116 0.422 0.601
H 1.451 29.783 5.972 0.289 -0.487 0.210
H 1.356 29.466 4.342 0.734 -0.017 0.401
C -1.772 25.186 6.675 -0.161 -8.564 0.028
O -1.965 23.846 6.683 0.194 5.435 -0.896
N -1.384 25.752 7.752 0.434 2.657 4.750
N -1.632 25.935 5.626 -1.501 0.596 -6.604
H -1.404 25.225 8.640 -0.265 0.484 -0.629
H -1.559 26.790 7.854 0.378 -1.632 0.210
H -1.866 25.486 4.660 0.584 1.156 2.554
H -1.495 26.956 5.604 -0.273 -1.193 0.378
C -0.142 25.371 10.886 3.021 5.021 3.946
O 0.447 26.429 11.442 -1.398 -2.868 -2.336
N 0.485 24.270 10.686 4.162 -2.658 -1.090
N -1.416 25.384 10.672 -5.206 -0.875 -1.195
H 1.540 24.411 10.560 -2.330 -0.804 0.509
H 0.060 23.548 10.106 0.342 0.279 -0.079
H -1.865 26.298 10.705 -0.159 0.177 0.327
H -2.040 24.545 10.498 1.593 1.405 0.431
C 5.396 25.413 4.877 -7.014 -4.283 -5.081
O 4.611 24.687 3.988 3.571 3.303 3.098
N 4.902 26.454 5.465 -1.824 3.034 0.668
N 6.515 24.962 5.325 3.364 -4.002 -1.130
H 4.022 26.950 5.123 2.118 -1.820 0.899
H 5.263 26.667 6.399 -0.242 0.433 -0.064
H 6.879 24.089 4.797 -0.702 2.330 1.445
H 7.134 25.652 5.662 1.099 0.283 0.497
C 4.043 24.852 9.947 7.306 -4.544 5.707
O 5.152 24.334 10.637 -5.432 2.799 -3.200
N 3.847 24.633 8.721 0.881 -1.997 -8.156
N 3.072 25.488 10.513 -0.572 1.042 5.930
H 4.505 24.067 8.084 -1.222 1.180 1.919
H 3.047 24.983 8.156 0.251 -0.642 0.803
H 3.072 25.386 11.594 -0.423 0.736 -2.673
H 2.367 25.938 9.982 -1.036 0.444 -0.012
C 1.179 26.184 3.359 0.180 -7.796 -1.327
O 1.075 24.835 3.150 0.169 7.423 1.047
N 1.893 26.990 2.561 2.236 0.413 -4.277
N 0.771 26.870 4.400 -1.938 -0.296 2.536
H 2.460 26.620 1.740 -1.471 0.263 1.640
H 1.593 27.950 2.436 -0.359 -0.365 -0.302
H 0.321 26.315 5.134 0.401 0.252 -0.539
H 1.115 27.808 4.686 -0.151 -1.358 -0.159
C -1.653 28.581 9.388 -3.198 -1.679 6.114
O -2.155 28.025 10.576 2.309 3.011 -6.108
N -0.715 29.464 9.287 2.237 1.385 1.745
N -2.255 28.349 8.218 -4.041 -1.919 -3.904
H -0.224 29.784 10.155 -0.336 -1.005 -0.385
H -0.234 29.745 8.447 -0.591 -0.121 -0.426
H -3.266 27.998 8.092 2.428 0.651 1.201
H -1.925 28.660 7.290 0.126 0.487 1.386
C 0.185 31.005 12.210 -1.036 -0.092 1.026
O 0.493 29.791 11.594 0.531 0.298 -0.513
H -0.887 31.282 12.090 0.564 -0.017 -0.175
H 0.843 31.680 11.725 0.353 1.239 -0.036
H 0.364 30.955 13.294 0.207 0.212 -0.277
H 0.243 29.074 12.146 -0.489 -1.501 0.520
C 1.646 23.411 5.715 -0.496 -0.369 1.862
O 2.710 24.260 6.099 0.127 0.715 -0.284
H 1.219 22.943 6.652 0.812 0.027 -1.045
H 2.032 22.714 4.979 -0.461 -0.398 -0.044
H 0.836 24.003 5.329 -0.411 0.018 -0.583
H 2.957 24.690 5.258 0.676 -0.278 0.215
C 6.777 26.408 8.628 0.406 -1.423 1.459
O 5.511 26.737 8.121 -0.694 0.344 0.264
H 7.565 26.954 8.179 0.457 0.861 -0.842
H 6.977 25.342 8.495 0.024 -0.085 -0.174
H 6.871 26.560 9.707 -0.321 0.237 -0.050
H 4.861 26.114 8.529 0.761 0.615 -0.657
```
Positions in Å, forces in eV/Å.

Properties
- Highest occupied orbital energy: -8.78 eV
- Energy relative to the best compared isomer or geometry (same formula, charge and spin): 0.946 eV
- M: 746.86 u
- 2S+1: 1

This record from the Open Molecules 2025 dataset describes an isolated ion of composition C3H10N3S and charge +1. The level of theory is ωB97M-V with the def2-TZVPD basis set.

Geometry as XYZ:
```
17
Properties=species:S:1:pos:R:3:forces:R:3
C -0.632 -1.374 1.190 1.921 2.707 0.526
C 1.310 -0.822 -0.276 -0.933 1.557 -0.203
C 0.307 1.894 -1.317 1.385 -1.253 2.646
N 0.764 -0.762 0.980 -0.395 0.674 0.309
N -1.594 -0.479 0.641 0.078 0.266 2.415
N -1.520 -0.256 -0.690 -0.980 -0.651 -2.065
S -0.072 0.071 -1.591 -0.075 0.320 -0.096
H -0.710 -2.262 0.680 0.193 -2.289 -1.136
H -0.674 -1.540 2.256 -0.652 0.150 0.153
H 2.079 -0.081 -0.551 0.119 -0.858 0.676
H 1.391 -1.815 -0.686 0.111 -0.152 -0.276
H 0.506 1.951 -0.159 -0.517 0.347 -2.244
H -0.492 2.517 -1.636 -0.938 0.192 -0.057
H 1.230 2.249 -1.839 -0.620 -0.959 0.245
H 0.743 0.211 1.369 0.305 -1.283 -0.272
H -1.765 0.358 1.192 -0.026 -0.071 -0.224
H -2.100 -1.014 -1.124 1.025 1.302 -0.396
```
Positions in Å, forces in eV/Å.

Properties
- Net charge: +1
- Highest occupied orbital energy: -13.36 eV
- Energy relative to the best compared isomer or geometry (same formula, charge and spin): 3.449 eV
- M: 120.20 u
- 2S+1: 1

This record from the Open Molecules 2025 dataset describes H7N3Si as an isolated structure. The level of theory is ωB97M-V with the def2-TZVPD basis set.

Geometry as XYZ:
```
11
Properties=species:S:1:pos:R:3:forces:R:3
N -1.004 -0.214 0.673 -0.414 -1.254 -1.540
N 1.435 1.172 0.875 0.428 -0.099 -2.846
N 1.180 0.139 -1.634 -0.103 -0.158 2.037
Si 0.346 0.225 -0.107 0.967 0.919 0.731
H -1.716 -0.950 0.359 2.138 1.925 0.276
H -3.545 -2.071 0.890 1.543 0.828 -0.256
H 1.171 1.292 1.802 -0.373 0.327 1.800
H 2.079 1.913 0.520 -1.059 -1.226 0.434
H 0.715 0.187 -2.499 -0.375 -0.225 -1.048
H 2.187 -0.010 -1.672 -0.605 0.194 -0.062
H -2.848 -1.684 0.794 -2.146 -1.230 0.475
```
Positions in Å, forces in eV/Å.

Properties
- Highest occupied orbital energy: -8.99 eV
- Energy relative to the best compared isomer or geometry (same formula, charge and spin): 2.300 eV
- M: 77.16 u
- 2S+1: 1

Maximum force / eV/A: 4.6, 3.9, 0.6, 10.3, 3.4, 2.9